4 unconnected molecules or ions with the total composition C26H35F3OP, computed with ωB97M-V with the def2-TZVPD basis set.

Results
Total charge: +1
Calculated total energy (a.u.): -1727.6577
LUMO energy (Eh): -0.0896

Each line ends with the natural charge from an NBO analysis.
Element x y z (Å)
H  5.2167  -2.4330  0.3154  0.213
H  -7.3127  -5.2988  -4.0633  0.224
C  -0.7237  4.0164  0.8895  -0.241
H  5.1252  -0.1746  5.7396  0.228
C  2.8533  1.5955  4.0183  0.381
C  -6.0154  -2.2033  -4.4854  -0.186
C  -6.5777  -4.5066  -4.1002  -0.180
C  -2.1329  5.3008  -0.5798  -0.272
H  -3.0700  5.7876  -0.8120  0.242
H  -3.9294  -1.7002  -4.2328  0.221
H  2.6817  -1.6489  -1.1899  0.188
C  -6.9621  -3.2163  -4.4371  -0.224
F  2.7447  2.3415  2.8813  -0.352
C  0.0047  -0.9898  -0.2883  -0.757
C  4.0751  1.0361  4.3234  -0.293
H  0.1908  1.1880  1.0976  0.057
H  -7.9967  -3.0013  -4.6653  0.224
H  1.2669  3.6337  0.1805  0.201
H  -2.7455  4.5783  1.3370  0.228
H  4.3415  1.3235  -0.7686  0.243
C  3.0656  0.0732  6.2859  -0.218
H  0.3539  -1.3725  -1.2473  0.270
H  4.9281  1.2097  3.6807  0.232
C  -5.2514  -4.7921  -3.8110  -0.286
C  0.3062  4.0889  -0.0390  -0.225
C  -1.9418  4.6241  0.6150  -0.183
H  5.0897  -1.6992  -1.2996  0.209
H  -3.1974  -1.7114  -1.3134  0.243
H  3.1506  -0.5223  7.1840  0.228
H  -1.7509  -1.6459  1.5691  0.470
H  2.7499  1.3250  0.9906  0.289
H  3.3819  0.2976  -1.8148  0.222
H  0.3692  -1.6758  0.4792  0.260
P  0.8010  0.5880  0.0016  1.099
H  -6.3102  -1.1981  -4.7545  0.220
H  0.9215  4.8355  -1.9752  0.235
H  2.8597  1.9593  -1.4860  0.222
H  4.1367  -0.5293  1.1099  0.235
H  -1.8452  0.0927  -0.6118  0.188
C  3.1341  -0.7533  0.7480  -0.402
H  -1.6360  -2.3504  -1.7728  0.224
C  -1.0907  5.3561  -1.4849  0.412
C  1.8497  0.6519  5.9505  -0.180
C  4.1745  0.2670  5.4742  -0.179
C  1.7341  1.4251  4.8038  -0.294
H  -2.3737  -2.8490  -0.2512  0.221
F  -3.0362  -4.0307  -3.5752  -0.338
C  0.1317  4.7616  -1.2400  -0.292
C  -4.6855  -2.4734  -4.1960  -0.298
H  2.6376  -2.7639  0.1453  0.213
H  0.9867  0.5080  6.5858  0.227
C  3.1901  -1.9155  -0.2609  -0.414
C  4.6115  -2.3677  -0.5857  -0.604
C  2.5932  0.5851  0.2038  -0.537
C  -1.5331  -0.8643  -0.1932  0.099
H  -0.5761  3.5050  1.8326  0.212
H  4.5968  -3.3571  -1.0408  0.226
C  -2.2261  -2.0055  -0.9254  -0.636
H  0.8002  1.8981  4.5300  0.229
H  -4.9290  -5.7915  -3.5526  0.234
O  -1.8851  -0.7848  1.1744  -0.704
C  -4.3329  -3.7653  -3.8645  0.392
C  3.3208  1.0741  -1.0546  -0.612
F  -1.2693  6.0090  -2.6422  -0.311
H  2.5410  -1.0443  1.6172  0.218
H  0.4654  1.4101  -1.0701  0.040

Atomic forces in eV per Å
H 0.079 0.036 0.045
H -0.003 -0.013 -0.003
C 0.013 -0.048 0.010
H 0.011 -0.006 -0.003
C 0.004 -0.074 0.029
C -0.024 -0.025 0.000
C -0.009 0.039 -0.012
C -0.063 0.030 -0.002
H 0.005 0.005 -0.017
H 0.010 -0.015 -0.019
H -0.032 -0.002 -0.043
C -0.015 0.003 -0.003
F -0.046 0.054 0.016
C 0.121 -0.143 0.043
C 0.080 0.004 -0.076
H -0.048 -0.043 0.137
H -0.008 -0.001 -0.001
H 0.045 0.083 0.033
H -0.011 0.006 0.005
H 0.039 0.056 -0.046
C -0.005 -0.009 0.010
H -0.067 0.064 -0.087
H -0.005 0.021 0.006
C 0.040 -0.107 0.030
C 0.016 -0.034 0.055
C 0.021 -0.030 -0.004
H 0.128 0.134 0.102
H -0.111 0.049 0.141
H 0.003 -0.006 0.006
H -0.091 -0.367 0.217
H -0.089 0.089 0.003
H -0.094 0.018 -0.094
H -0.031 -0.107 -0.018
P -0.127 -0.006 -0.162
H 0.002 0.013 0.001
H -0.002 0.041 0.000
H 0.002 0.080 -0.030
H 0.060 -0.059 0.105
H -0.050 0.058 -0.113
C -0.261 0.099 -0.197
H -0.022 -0.037 -0.048
C -0.016 -0.022 0.016
C 0.035 -0.025 0.015
C -0.030 -0.002 0.026
C -0.094 0.039 -0.050
H 0.043 -0.085 0.004
F 0.038 0.014 0.019
C 0.069 -0.070 -0.053
C 0.071 0.073 0.011
H -0.008 -0.016 0.028
H -0.011 0.007 0.007
C 0.020 -0.071 0.128
C -0.194 -0.157 -0.202
C 0.362 0.071 0.028
C 0.140 -0.137 0.044
H 0.010 0.034 0.020
H 0.027 -0.015 -0.037
C 0.059 -0.019 -0.123
H 0.007 0.010 0.001
H 0.011 0.007 0.005
O -0.045 0.540 -0.127
C -0.082 0.045 0.003
C 0.076 -0.209 0.135
F -0.001 0.002 -0.008
H 0.106 0.035 0.148
H -0.056 0.101 -0.053



2 unconnected molecules or ions with the total composition C3H10OS, computed with ωB97M-V with the def2-TZVPD basis set.

Results
Calculated total energy (a.u.): -593.6788
LUMO energy (Eh): 0.0300
SMILES: CCO.CS
Energy relative to the best compared isomer or geometry (same formula, charge and spin) (kcal/mol): 24.1

Each line ends with the natural charge from an NBO analysis.
Element x y z (Å)
S  1.2874  1.5979  0.2634  -0.061
H  2.2118  0.3097  -1.6883  0.215
C  -1.7636  -0.5565  0.7802  -0.064
H  -1.3359  0.1739  1.4476  0.161
H  0.0564  -1.2084  -0.1929  0.209
H  2.2786  2.1441  -1.7123  0.228
O  -2.0041  -1.7573  1.5014  -0.719
H  -1.3992  -1.4876  -1.0886  0.208
H  -2.7129  -1.6087  2.0248  0.458
H  3.4514  1.0932  -0.6646  0.229
C  -0.9447  -0.7895  -0.4169  -0.627
H  -2.7691  -0.1596  0.4914  0.149
H  -0.7274  0.1622  -0.9752  0.220
H  1.9421  0.8851  1.3202  0.136
C  2.4291  1.2016  -1.0902  -0.741

Atomic forces in eV per Å
S 0.991 -1.066 1.751
H -0.309 0.194 0.303
C -1.910 0.444 0.471
H 0.457 0.424 0.200
H -0.481 0.211 0.203
H 0.837 -1.417 0.424
O 3.650 -1.043 -2.576
H -0.529 -0.410 -0.428
H -3.429 0.551 2.663
H -0.664 0.451 -0.622
C 1.845 0.497 -1.191
H 0.668 -0.021 -0.070
H -0.471 -0.886 0.596
H -0.950 0.891 -1.478
C 0.294 1.179 -0.245



2 unconnected molecules or ions with the total composition C6H14NO, computed with ωB97M-V with the def2-TZVPD basis set.

Results
Total charge: +1
Calculated total energy (a.u.): -366.5859
LUMO energy (Eh): -0.2919
Energy relative to the best compared isomer or geometry (same formula, charge and spin) (kcal/mol): 113.8

Each line ends with the natural charge from an NBO analysis.
Element x y z (Å)
C  -1.5094  0.8578  1.6358  -0.631
H  -1.7244  -2.0176  -1.0750  0.246
O  0.7045  3.1017  -2.2688  -0.953
N  0.9587  -1.1807  0.7141  0.036
H  1.5390  -3.2895  0.0812  0.231
H  0.9448  3.4549  -3.1255  0.481
H  0.5511  0.6249  -1.1904  0.269
H  -1.4783  -0.2526  1.6193  0.176
C  -0.3074  0.3286  -0.6021  -0.431
H  -0.7355  2.3573  0.2806  0.246
C  -0.4991  1.3294  0.5798  -0.389
H  0.5347  1.3015  0.9970  0.203
C  1.8891  -2.3173  0.4467  -0.492
H  2.2735  -2.5336  1.4486  0.257
H  -0.6037  -3.1773  -0.0416  0.229
H  -1.2784  0.3481  -1.0725  0.235
H  -1.5991  1.1915  2.6671  0.252
C  -0.8423  -2.2098  -0.4757  -0.038
C  -0.1110  -1.1092  -0.1074  0.080
H  -2.4684  1.2763  1.3112  0.224
H  1.1601  3.6805  -1.6476  0.475
H  2.6014  -1.7649  -0.1749  0.294

Atomic forces in eV per Å
C -1.089 -0.524 -1.082
H -0.121 -0.425 0.060
O 0.060 -0.121 0.381
N -0.296 -2.340 -2.044
H -0.382 0.626 -0.860
H -0.004 0.052 -0.327
H -0.193 0.033 -0.461
H -0.676 0.686 0.391
C -2.168 0.408 1.561
H 0.267 -0.466 -0.427
C 2.345 -0.233 1.513
H -0.704 0.717 0.212
C -1.171 0.884 2.693
H 0.804 0.246 -0.332
H -0.339 0.031 -0.217
H 0.008 -0.123 -1.188
H 1.440 0.224 0.120
C 0.216 0.289 0.265
C 1.965 1.321 0.268
H -0.341 -0.886 -0.429
H -0.050 -0.002 0.012
H 0.427 -0.399 -0.110



22 unconnected molecules or ions with the total composition C10H51FNO25PS, computed with ωB97M-V with the def2-TZVPD basis set.

Results
Calculated total energy (a.u.): -3186.7882
LUMO energy (Eh): -0.0635

Each line ends with the Löwdin charge.
Element x y z (Å)
O  0.9863  -2.5649  6.4044  -0.060
H  2.5229  -3.8543  3.6405  -0.001
H  -1.4772  -3.6039  -0.9071  -0.002
H  2.5297  0.8757  -3.1118  0.000
H  -3.0266  2.0795  -7.4542  0.049
H  5.1930  -3.5143  8.2271  0.006
H  2.3957  -6.2757  3.4547  0.061
H  -0.5770  -5.0937  -3.5731  0.034
H  -4.5456  4.5444  -0.3373  0.166
H  0.5182  3.0923  2.2808  0.059
H  4.7677  -2.0574  8.2321  0.036
H  -0.0495  -4.5162  2.8398  0.014
H  2.4960  -2.1639  -0.7118  0.000
O  -3.0547  5.2134  -5.1342  -0.046
O  -2.7443  1.9163  -6.5470  -0.050
H  -3.4817  1.4411  -6.1496  0.048
O  0.0060  -1.6716  0.3405  -0.265
H  5.4824  -3.9372  6.2372  -0.017
O  4.5543  -2.9117  8.6198  -0.055
O  -2.2491  -4.1353  -1.1222  -0.051
H  1.1509  -1.6507  6.6541  0.034
H  -0.6862  -4.8369  4.1857  0.049
O  -5.8461  2.4653  0.7616  0.166
H  3.1958  2.1724  -1.3228  0.015
O  -0.3062  4.2826  -5.6588  -0.060
C  -1.4851  1.5758  -0.9506  -0.252
C  -3.2664  0.8059  1.1597  0.053
C  -4.8239  2.6350  0.1705  -0.361
O  -2.2927  6.4653  -1.2040  -0.044
C  -3.3947  3.2945  -1.5144  -0.338
O  -1.5158  5.1185  2.8988  -0.057
C  -0.0499  3.8620  -2.2316  -0.232
H  0.4798  -5.6934  -2.6587  0.027
H  -1.9135  -5.0413  -1.1710  0.016
O  2.9385  -3.0965  4.0773  -0.053
H  -2.6258  7.0714  -5.4439  -0.018
H  -2.6815  5.7532  -1.7214  -0.015
H  -0.5564  1.3538  -4.6151  0.031
O  2.5354  -5.7134  2.6857  -0.046
C  -3.5820  1.7982  0.2600  -0.056
H  -3.9607  0.5228  1.9380  0.141
H  -0.8531  5.7754  3.1310  0.035
H  -1.0358  4.2857  2.8141  -0.015
H  -1.9014  0.8415  -3.5785  0.049
H  -2.0836  8.3358  -6.1234  0.029
O  -2.3651  7.9887  -5.2726  -0.070
O  -0.2501  -5.9352  -3.2382  -0.055
C  -2.7308  2.1819  -0.7683  -0.057
H  6.1878  -6.5895  6.8813  0.047
H  -0.4919  4.3399  -1.3595  0.042
O  0.1405  -4.5480  3.7873  -0.053
O  2.8711  -2.9879  -0.3910  -0.038
O  5.5883  -3.2866  5.5362  -0.064
H  1.4329  -4.3753  1.2169  0.009
O  6.5496  -5.7013  6.9600  -0.049
H  -2.9395  7.1776  -1.2291  0.046
O  0.6998  -4.6185  0.6389  -0.055
H  -0.4512  4.2738  -3.1574  0.022
O  2.6176  1.5551  -3.7871  -0.068
H  4.7209  -3.2503  5.1105  -0.002
H  2.1592  -6.2210  1.9584  0.047
C  -1.2244  1.6672  -3.8194  -0.272
H  1.0241  4.0373  -2.2496  0.036
O  3.0463  2.4103  -0.4014  -0.050
H  -0.1828  -6.9008  -0.4170  0.007
C  -2.0273  0.2135  1.0251  -0.027
H  -1.0621  4.8845  -5.6019  0.007
O  -0.2267  2.5168  2.0716  -0.044
H  0.3909  -3.7695  0.3043  -0.008
H  6.8941  -5.4996  6.0815  0.044
H  3.5914  -2.7280  0.1943  0.057
H  -0.6577  3.5246  -6.1377  0.015
C  -1.1727  0.6007  -0.0077  -0.269
H  2.2764  1.1393  -4.5851  0.040
P  -0.2731  2.0382  -2.2814  0.974
H  2.2733  -2.4019  4.0329  0.044
H  -1.8259  2.5110  -4.1353  0.000
H  -3.0751  4.8810  -4.2251  0.024
O  1.2149  0.2008  1.1325  -0.253
F  1.1411  -0.3398  -1.2647  -0.167
O  -0.9577  -7.4333  -0.6303  -0.053
H  -3.5430  4.5558  -5.6402  0.058
S  0.3646  -0.3062  0.0824  0.678
O  -3.0788  3.8228  -2.5487  0.083
H  -1.7274  -0.5613  1.7183  0.133
H  1.8608  -2.9257  6.2137  0.013
N  -4.5886  3.6469  -0.8184  0.183
H  0.1680  1.6433  1.9433  -0.002
H  -0.6296  -8.3358  -0.6771  0.040
H  2.5819  1.6590  -0.0163  -0.014

Atomic forces in eV per Å
O 0.020 0.136 -0.072
H 0.017 -0.089 0.073
H -0.043 0.050 0.049
H -0.135 -0.031 -0.028
H 0.056 -0.054 -0.001
H 0.076 -0.032 0.104
H -0.111 0.149 0.102
H -0.051 -0.027 -0.013
H -0.338 0.343 -0.670
H 0.143 -0.169 -0.148
H 0.034 -0.027 -0.053
H 0.034 -0.143 -0.038
H 0.085 0.016 -0.001
O -0.054 -0.111 0.007
O -0.139 0.188 -0.126
H 0.057 -0.051 0.041
O -0.314 0.052 -0.991
H 0.006 -0.124 -0.030
O -0.077 0.019 0.019
O 0.129 -0.045 -0.069
H 0.002 -0.034 0.121
H 0.022 0.116 0.121
O 0.053 0.294 0.141
H -0.013 0.142 -0.029
O 0.026 0.017 -0.102
C -0.156 0.740 -0.454
C -0.091 0.065 -0.014
C 0.048 -0.394 0.139
O -0.138 -0.130 0.207
C -0.380 0.300 0.198
O 0.054 -0.035 0.021
C -0.184 -0.188 -0.290
H 0.025 -0.030 -0.017
H -0.096 -0.036 -0.029
O 0.097 0.038 -0.078
H -0.025 0.101 0.117
H 0.057 0.091 -0.237
H 0.080 0.058 -0.009
O 0.249 -0.197 -0.168
C -0.125 0.370 -0.576
H 0.054 -0.040 0.036
H -0.033 0.022 -0.021
H -0.242 -0.014 -0.012
H 0.094 -0.074 -0.161
H 0.023 0.025 0.024
O -0.029 -0.052 -0.099
O 0.060 0.168 -0.021
C -0.032 -0.454 0.299
H -0.015 0.004 0.066
H 0.007 0.021 0.000
O -0.169 0.005 -0.156
O 0.123 -0.006 0.050
O 0.000 0.000 0.019
H 0.181 0.044 -0.208
O -0.064 0.057 -0.090
H 0.073 0.059 -0.068
O -0.391 -0.242 0.298
H -0.103 0.109 0.134
O 0.124 -0.037 0.018
H -0.094 0.096 -0.171
H 0.004 0.036 -0.035
C -0.430 -0.015 0.648
H 0.006 0.005 0.190
O -0.040 -0.082 0.014
H -0.052 0.060 0.072
C -0.004 -0.347 0.225
H -0.005 -0.062 0.058
O -0.015 0.194 0.110
H 0.162 0.075 0.001
H 0.042 0.044 0.029
H 0.004 0.021 -0.031
H -0.030 -0.029 0.030
C 0.114 0.265 -0.775
H 0.052 0.071 -0.059
P 0.861 -0.348 -0.054
H -0.065 -0.044 0.101
H 0.053 0.072 -0.137
H 0.006 0.044 0.003
O 0.015 0.948 -1.380
F -0.020 0.239 0.080
O 0.093 0.065 0.201
H 0.033 -0.014 -0.056
S -0.193 -1.903 2.643
O 0.338 0.088 0.155
H 0.019 0.000 -0.032
H -0.039 -0.067 -0.032
N 0.460 -0.600 0.719
H 0.169 0.221 0.173
H -0.056 -0.011 -0.077
H 0.051 0.044 0.063



C2H5NS in the gas phase, computed with ωB97M-V with the def2-TZVPD basis set.

Results
Calculated total energy (a.u.): -532.0706
LUMO energy (Eh): 0.0405
SMILES: C=NSC
Energy relative to the best compared isomer or geometry (same formula, charge and spin) (kcal/mol): 45.2

Each line ends with the natural charge from an NBO analysis.
Element x y z (Å)
N  0.1434  -0.5590  0.7570  -0.579
H  0.5575  0.1069  2.6140  0.157
H  -1.3427  0.2203  -1.6946  0.223
H  0.3886  -0.2277  -2.0030  0.220
H  0.3029  -1.7122  2.2767  0.184
H  -0.2485  1.4745  -2.1393  0.219
C  -0.2913  0.4741  -1.8291  -0.654
C  0.3421  -0.6779  2.0209  -0.108
S  0.1481  0.9010  -0.0025  0.340

Atomic forces in eV per Å
N -0.205 -0.586 0.431
H 0.660 2.447 2.391
H 0.262 -0.586 -0.713
H 2.524 -2.718 -1.815
H 0.123 -0.398 1.106
H 0.577 1.031 -1.470
C -3.174 2.219 5.014
C -0.774 -2.282 -4.100
S 0.008 0.872 -0.845



Gap between HOMO and LUMO in eV, matching the order above: 8.7, 9.8, 6.5, 7.2, 9.6